1.
The following is a quantum chemistry calculation of a 2-piece molecular cluster, C4H11N2S overall, from OMol25.

Each line ends with the Mulliken charge.
Element x y z (Å)
C1 1.31 0.98 0.21  0.420
C2 -1.47 0.09 1.24  -0.782
C3 -0.96 -0.27 -1.17  -0.744
C4 2.13 -1.66 -0.47  -0.883
N1 -0.67 -0.41 0.24  -0.028
N2 1.48 2.29 0.41  -0.362
S1 2.64 0.09 -0.29  -0.052
H1 -2.27 -0.68 1.28  0.364
H2 -1.02 -0.01 2.26  0.308
H3 -1.81 1.12 1.05  0.327
H4 -0.39 -0.89 -1.84  0.190
H5 -2.01 -0.56 -1.31  0.398
H6 -0.81 0.85 -1.37  0.345
H7 1.37 -1.97 0.30  0.300
H8 2.90 -2.33 -0.21  0.414
H9 1.77 -2.06 -1.40  0.335
H10 0.74 2.96 0.69  0.250
H11 2.37 2.75 0.24  0.198

* HOMO-LUMO gap (spin up / spin down): 7.6 / 8.6 eV
* net charge: +1



2.
The following is a quantum chemistry calculation of an isolated ion of composition C4H11N2S and charge +1, from OMol25.

Each line ends with the Mulliken charge.
Element x y z (Å)
C1 1.21 -0.20 2.29  -0.964
N1 0.43 0.26 1.21  -0.239
C2 0.52 -0.02 -0.10  0.815
N2 1.36 -0.89 -0.60  -0.364
C3 -0.50 0.78 -0.91  -0.364
C4 -1.99 0.25 -0.69  -1.064
S1 -0.07 0.81 -2.77  -0.107
H1 2.00 -0.60 1.71  0.285
H2 0.72 -1.10 2.71  0.338
H3 1.55 0.59 2.81  0.409
H4 -0.26 0.97 1.64  0.321
H5 1.19 -1.01 -1.64  0.193
H6 1.93 -1.55 -0.13  0.213
H7 -0.39 1.78 -0.54  0.349
H8 -1.93 -0.75 -1.25  0.339
H9 -2.30 -0.02 0.37  0.326
H10 -2.69 0.88 -1.12  0.364
H11 -0.77 -0.19 -2.99  0.150

* structure (SMILES): C/[NH+]=C(\N)[C@H](C)S
* HOMO-LUMO gap: 10.6 eV
* net charge: +1



3.
The following is a quantum chemistry calculation of a 2-piece molecular cluster, C4H11N2S overall, from OMol25.

Each line ends with the Mulliken charge.
Element x y z (Å)
C1 1.43 1.17 0.38  -0.557
C2 0.80 0.86 1.79  -0.750
C3 -0.51 -0.47 0.14  0.157
C4 -1.92 -0.07 -1.77  -0.764
N1 -0.34 -1.83 0.43  -0.649
N2 0.88 0.08 -0.48  -0.187
S1 -0.98 0.60 1.42  -0.094
H1 1.14 2.15 0.16  0.327
H2 2.53 1.09 0.51  0.325
H3 1.21 -0.12 2.03  0.343
H4 0.96 1.51 2.60  0.499
H5 -1.52 -0.90 -2.41  0.319
H6 -1.46 0.83 -1.67  0.317
H7 -2.89 0.11 -1.36  0.362
H8 -0.29 -2.42 -0.40  0.268
H9 -1.26 -2.28 0.63  0.319
H10 0.68 0.41 -1.43  0.363
H11 1.54 -0.73 -0.55  0.402

* HOMO-LUMO gap (spin up / spin down): 8.5 / 8.5 eV
* net charge: +1



Pick 2: it beats the second-best structure by 3.117 eV.



1.
The following is a quantum chemistry calculation of one molecule with the formula C2H4N6, from OMol25.

Each line ends with the Mulliken charge.
Element x y z (Å)
H1 -2.81 1.46 0.13  0.236
N1 -1.85 1.28 0.04  -0.497
C1 -1.39 0.13 -0.08  0.417
N2 -2.07 -1.10 0.05  -0.432
N3 0.17 0.00 -0.13  0.993
N4 0.79 1.02 -0.09  -0.765
C2 2.10 0.61 0.06  0.142
N5 2.12 -0.71 0.07  -0.370
N6 0.87 -1.16 -0.10  -0.511
H2 -1.43 -1.76 0.48  0.254
H3 -3.16 -1.02 0.11  0.256
H4 2.92 1.55 0.51  0.277

* structure (SMILES): [H]/N=C(\N)n1ncnn1
* HOMO-LUMO gap: 10.8 eV
* net charge: 0



2.
The following is a quantum chemistry calculation of C2H4N6 as an isolated structure, from OMol25.

Each line ends with the Mulliken charge.
Element x y z (Å)
C1 -0.96 0.36 -0.27  0.079
C2 2.22 0.51 0.17  0.005
H1 -3.06 1.21 0.12  0.287
H2 -3.71 -0.47 0.96  0.273
H3 -0.95 1.55 -0.91  0.202
H4 3.03 1.10 -0.03  0.381
N1 -3.11 -0.06 0.15  -0.622
N2 -1.90 -0.40 -0.09  0.007
N3 0.38 0.01 -0.14  0.956
N4 1.07 1.14 0.17  -0.729
N5 2.20 -0.83 0.07  -0.417
N6 0.94 -1.08 -0.09  -0.422

* HOMO-LUMO gap: 9.5 eV
* net charge: 0



3.
The following is a quantum chemistry calculation of one molecule with the formula C2H4N6, from OMol25.

Each line ends with the Mulliken charge.
Element x y z (Å)
H1 -1.20 -0.80 3.30  0.269
N1 -0.30 -1.06 2.69  -0.571
C1 -0.31 -0.77 1.34  0.136
N2 -1.42 -0.07 0.62  -0.539
C2 -0.75 0.34 -0.35  0.711
N3 -1.12 0.63 -1.67  -0.229
N4 -0.13 0.90 -2.42  -0.212
N5 1.10 0.74 -1.79  -0.301
N6 0.65 0.32 -0.45  -0.247
H2 0.54 -1.37 0.66  0.286
H3 1.91 0.06 -2.31  0.340
H4 1.03 1.08 0.37  0.357

* structure (SMILES): [H]/N=C\N=c1\nn[nH][nH]1
* HOMO-LUMO gap: 8.5 eV
* net charge: 0



Pick 1: it beats the second-best structure by 2.737 eV.



1.
The following is a quantum chemistry calculation of a 2-piece molecular cluster, C4H13N3O overall, from OMol25.

Each line ends with the Mulliken charge.
Element x y z (Å)
C1 -0.12 -1.19 -0.36  0.356
C2 1.34 1.30 0.23  -1.753
C3 -0.74 1.75 -0.86  -1.319
C4 -0.09 0.88 0.16  0.759
N1 -1.19 -1.93 -0.41  -0.233
N2 1.07 -1.70 -0.39  0.072
N3 -0.90 0.75 1.44  -0.287
O1 1.21 -3.04 -0.81  -0.439
H1 1.36 2.40 0.59  0.383
H2 1.84 1.15 -0.72  0.497
H3 2.01 0.74 0.91  0.505
H4 -1.40 1.21 -1.44  0.458
H5 -0.11 2.05 -1.67  0.424
H6 -1.39 2.56 -0.47  0.376
H7 -2.09 -1.78 -0.33  0.123
H8 -1.05 -2.84 -0.68  0.236
H9 1.87 -1.13 -0.52  0.241
H10 -1.96 0.72 1.47  0.398
H11 -0.75 1.66 1.96  0.446
H12 -0.67 0.06 2.10  0.365
H13 1.75 -3.62 -0.20  0.390

* HOMO-LUMO gap: 10.5 eV
* net charge: +2



2.
The following is a quantum chemistry calculation of a 2-piece molecular cluster, C4H13N3O overall, from OMol25.

Each line ends with the Mulliken charge.
Element x y z (Å)
C1 -1.41 -0.92 -0.14  -0.125
C2 -0.11 -1.32 0.07  0.637
C3 -1.55 1.62 0.31  -0.740
C4 2.78 -0.19 0.28  -0.889
N1 -2.51 -1.57 0.15  -0.303
N2 -1.42 0.49 -0.74  -0.121
N3 1.65 -0.07 -0.72  -0.591
O1 0.47 -2.43 0.15  -0.318
H1 -0.66 2.35 0.18  0.314
H2 -2.46 2.10 0.05  0.396
H3 -1.63 1.24 1.31  0.321
H4 2.49 0.48 0.98  0.419
H5 2.74 -1.12 0.63  0.298
H6 3.81 0.03 -0.31  0.344
H7 -2.63 -2.47 -0.31  0.274
H8 -3.27 -1.30 0.75  0.247
H9 -0.58 0.71 -1.24  0.304
H10 -2.19 0.73 -1.39  0.469
H11 1.51 0.84 -1.13  0.326
H12 1.98 -0.61 -1.56  0.304
H13 1.38 -2.54 0.52  0.435

* HOMO-LUMO gap: 8.5 eV
* net charge: +2



Pick 1: it beats the second-best structure by 0.439 eV.